[1]
{"formula": "C7H21N2OPSi", "method": "the ωB97M-V functional and the def2-TZVPD basis", "elements": ["C", "N", "C", "P", "O", "N", "C", "C", "Si", "C", "C", "C", "H", "H", "H", "H", "H", "H", "H", "H", "H", "H", "H", "H", "H", "H", "H", "H", "H", "H", "H", "H", "H"], "positions_angstrom": [[1.7141, -1.7528, 0.2184], [1.5361, -0.4596, 0.8563], [1.7650, -0.6042, 2.2694], [-0.1940, -0.1339, 0.6693], [-1.1351, -1.1978, 1.2812], [-0.5720, 1.4746, 1.1061], [0.5103, 2.2627, 0.6793], [-0.9713, 1.6406, 2.5461], [-0.6705, -0.3559, -1.5349], [-1.3015, -2.1601, -1.7977], [-2.1768, 0.7156, -1.7138], [0.6572, -0.0070, -2.8603], [2.7355, -2.1130, 0.2649], [0.8916, -2.4477, 0.4944], [1.6078, -1.5830, -0.8485], [2.7474, -1.0811, 2.4815], [1.8297, 0.4252, 2.7563], [0.9658, -1.0547, 2.7968], [0.4477, 3.2716, 1.0693], [1.5052, 1.9377, 1.0235], [0.4628, 2.3265, -0.4280], [-0.1452, 1.7778, 3.1778], [-1.6523, 2.5275, 2.6334], [-1.6149, 0.7701, 2.8145], [-2.1172, -2.3160, -2.4632], [-0.5431, -2.7602, -2.3087], [-1.5824, -2.5758, -0.8789], [-2.3947, 0.9691, -0.6811], [-3.0790, 0.3475, -2.1569], [-1.8805, 1.6217, -2.2538], [1.5568, -0.5489, -2.8360], [0.9281, 0.9940, -2.5421], [0.1693, 0.0894, -3.8347]], "mulliken_charge": [-0.94, -0.08, -0.99, 0.70, -0.78, 0.10, -0.99, -0.99, 0.42, -1.28, -1.16, -1.15, 0.43, 0.42, 0.07, 0.38, 0.20, 0.39, 0.41, 0.34, 0.19, 0.36, 0.31, 0.35, 0.45, 0.30, 0.40, 0.35, 0.42, 0.29, 0.44, 0.27, 0.35], "e_homo_ev": -9.2, "smiles": "CN(C)P(=O)(N(C)C)[Si](C)(C)C", "e_above_lowest_kcal_mol": 0.0, "total_charge": 0, "homo_lumo_gap_ha": 0.3691}

---

[2]
{"formula": "C7H21NO4P2Pb", "method": "the ωB97M-V functional and the def2-TZVPD basis", "elements": ["Pb", "H", "H", "P", "P", "C", "H", "H", "H", "C", "H", "H", "H", "C", "H", "H", "H", "C", "H", "H", "H", "C", "H", "H", "H", "C", "H", "H", "H", "C", "O", "H", "O", "N", "O", "O"], "positions_angstrom": [[-0.4415, 1.3429, -0.5369], [1.5336, -3.0886, 0.6753], [0.8347, -3.2936, 0.8330], [2.3364, 0.9294, -0.8411], [-2.5528, -0.5791, -0.3395], [-3.6572, 0.1824, 0.8980], [-4.6495, -0.2664, 0.7514], [-3.2673, -0.0600, 1.8976], [-3.7112, 1.2718, 0.7618], [-3.5823, -0.4825, -1.8545], [-3.1007, -1.0807, -2.6412], [-4.5816, -0.8898, -1.6508], [-3.6943, 0.5539, -2.2039], [-2.7262, -2.3317, 0.1444], [-2.3907, -2.4816, 1.1808], [-3.7910, -2.5907, 0.0553], [-2.1235, -2.9659, -0.5199], [2.7897, 1.6678, -2.4597], [3.8720, 1.8538, -2.4925], [2.5241, 0.9608, -3.2590], [2.2702, 2.6215, -2.6358], [3.0727, 2.1178, 0.3279], [3.0820, 1.6558, 1.3263], [4.0960, 2.3024, -0.0277], [2.5028, 3.0578, 0.3470], [3.5159, -0.4520, -0.6793], [3.2076, -1.2904, -1.3190], [4.4960, -0.0679, -0.9955], [3.5674, -0.7997, 0.3631], [-0.2786, 1.6478, 1.8502], [-0.4261, 2.1843, 2.8617], [-0.2512, 0.1824, -1.9347], [-0.4545, -0.9140, 3.8509], [0.3959, -0.4389, 3.0922], [1.5605, -0.1451, 3.3791], [0.0228, -0.3139, 1.7949]], "mulliken_charge": [0.44, -0.05, 0.03, 0.65, 0.65, -1.24, 0.43, 0.34, 0.33, -1.13, 0.35, 0.38, 0.33, -1.22, 0.35, 0.37, 0.34, -1.16, 0.38, 0.35, 0.34, -1.22, 0.33, 0.43, 0.34, -1.21, 0.34, 0.37, 0.35, 0.21, -0.29, -0.18, -0.59, 0.78, -0.56, -0.34], "e_homo_ev": -7.6, "total_charge": 0, "homo_lumo_gap_ha": 0.2750}

---

- What is the formula in the first record?
  C7H21N2OPSi